Entry 1:
# C5H13OP

A single C5H13OP molecule in a non-equilibrium geometry (the ωB97M-V functional and the def2-TZVPD basis, the OMol25 dataset).

The geometry in XYZ format:
```
20
Properties=species:S:1:pos:R:3
C -0.91712 -0.63693 -1.00941
C -0.18742 -0.04851 0.25294
C 0.86424 -0.87168 0.95506
C -1.28908 0.11079 1.29885
C 0.60832 1.23602 -0.07432
P 1.33127 1.45887 -1.74464
O 2.28900 2.55033 -1.73549
H -1.55362 -1.40652 -0.49238
H -0.14203 -0.96498 -1.69631
H -1.65044 0.07574 -1.50107
H 0.57356 -2.01176 1.08749
H 1.63921 -1.04274 0.23810
H 1.27967 -0.40976 1.88607
H -0.84919 0.34808 2.26331
H -1.92397 0.95089 1.03655
H -1.99227 -0.69060 1.44990
H 0.26224 2.19531 0.40542
H 1.60685 1.11162 0.43263
H 2.03741 0.32581 -2.15710
H 0.19325 1.64240 -2.68566
```

## Properties
* energy above the lowest of the compared OMol25 structures with the same formula, charge and spin: 1.178 eV
* E_HOMO: -0.3704 Ha
* maximum force: 3.966 eV Å⁻¹
* SMILES: CC(C)(C)C[PH2]=O
* LUMO level: 0.0253 hartree
* HOMO-LUMO gap: 10.766 eV



Entry 2:
# C4H11NO2

A single C4H11NO2 molecule in a non-equilibrium geometry (the ωB97M-V functional and the def2-TZVPD basis, the OMol25 dataset).

The geometry in XYZ format:
```
18
Properties=species:S:1:pos:R:3
N -1.17653 -1.31336 0.38704
C -0.15904 -0.48914 -0.25108
C 0.92253 -1.37481 -0.89101
O 0.23394 -2.36796 -1.71182
C 0.45449 0.56610 0.55828
C -0.49421 1.87353 0.61349
O 0.17764 3.08619 0.92772
H -1.29232 -0.91092 1.30774
H -0.74708 -2.06542 1.03896
H -0.68544 -0.02749 -1.12831
H 1.59614 -0.77719 -1.51443
H 1.59506 -1.59921 -0.02217
H -0.38146 -2.66038 -0.95955
H 0.76477 0.29117 1.57585
H 1.44499 0.75340 0.15861
H -1.06649 2.07482 -0.38751
H -1.18545 1.76373 1.54409
H 0.55773 3.15110 1.77211
```

## Properties
* energy above the lowest of the compared OMol25 structures with the same formula, charge and spin: 3.169 eV
* E_HOMO: -0.3649 Ha
* maximum force: 3.593 eV Å⁻¹
* SMILES: N[C@H](CO)CCO
* LUMO level: 0.0250 hartree
* HOMO-LUMO gap: 10.611 eV